# 1
Below is a cluster of 15 separate species, C47H94Br28ClFN3O2 in total, with properties calculated with the ωB97M-V functional and the def2-TZVPD basis.

The geometry in XYZ format:
```
176
Properties=species:S:1:pos:R:3:lowdin_charge:R:1
C 3.96 0.80 -3.87 -0.09
N 2.62 0.83 -4.43 -0.05
C 1.61 1.32 -3.53 -0.23
C 1.09 0.23 -2.75 -0.34
N 0.31 -0.63 -3.62 0.04
C -0.06 -1.87 -2.93 -0.18
C -0.84 -1.53 -1.73 -0.15
N -0.15 -0.56 -0.84 -0.27
Cl 1.20 -1.40 -0.11 0.94
C 0.30 0.68 -1.57 -0.37
C -0.94 1.35 -2.13 -0.13
C -2.02 1.83 -1.18 -0.15
C -3.16 0.92 -0.84 -0.21
C -3.96 0.62 -2.05 -0.23
C -5.16 -0.34 -1.94 -0.15
C -5.68 -0.71 -0.58 -0.26
C -5.14 -1.98 -0.05 -0.17
C -5.56 -2.18 1.36 -0.12
O -4.64 -2.95 2.16 0.06
C -3.70 -2.35 2.75 -0.68
C -3.12 -3.19 3.73 0.03
O -3.35 -1.25 2.50 0.12
C 0.96 1.69 -0.67 -0.06
C 2.40 1.56 -0.21 -0.39
C 2.53 1.28 1.23 -0.03
F 3.13 0.63 -0.90 -0.02
H 4.65 1.06 -4.62 0.06
H 4.24 -0.16 -3.54 0.07
H 4.10 1.49 -3.07 0.07
H 2.65 1.44 -5.21 0.09
H 2.01 2.08 -2.90 0.04
H 0.86 1.77 -4.09 0.11
H 1.94 -0.34 -2.46 0.12
H 0.98 -0.89 -4.33 0.12
H -0.72 -2.38 -3.54 0.12
H 0.81 -2.45 -2.73 0.04
H -0.99 -2.40 -1.16 0.10
H -1.78 -1.18 -2.02 0.11
H -0.72 -0.29 -0.04 0.15
H -1.39 0.77 -2.88 0.10
H -0.55 2.19 -2.61 0.06
H -2.48 2.64 -1.66 0.10
H -1.63 2.22 -0.27 0.11
H -2.91 0.04 -0.32 0.09
H -3.77 1.46 -0.18 0.07
H -3.34 0.25 -2.81 0.09
H -4.32 1.53 -2.42 0.00
H -5.95 0.09 -2.49 0.08
H -4.92 -1.25 -2.41 0.10
H -5.62 0.07 0.11 0.04
H -6.70 -0.91 -0.70 0.05
H -5.57 -2.74 -0.64 0.11
H -4.10 -2.10 -0.16 0.10
H -6.42 -2.78 1.37 0.12
H -5.82 -1.27 1.81 0.11
H -3.69 -3.16 4.62 0.04
H -2.16 -2.87 3.98 0.08
H -3.05 -4.19 3.43 0.09
H 0.84 2.61 -1.15 0.10
H 0.38 1.77 0.20 0.11
H 2.87 2.49 -0.35 0.11
H 1.76 0.65 1.58 0.04
H 3.44 0.80 1.41 0.09
H 2.49 2.17 1.78 0.08
Br -1.74 3.71 -4.81 0.86
C -3.33 4.42 -5.69 -0.61
C -4.52 4.38 -4.76 -0.64
Br -5.22 2.57 -4.58 0.74
H -3.48 3.83 -6.59 0.04
H -3.09 5.44 -5.95 0.07
H -5.34 4.97 -5.17 0.06
H -4.29 4.73 -3.77 0.05
Br 2.99 -4.08 -2.17 0.66
C 2.92 -4.65 -0.31 -0.74
C 2.14 -5.92 -0.15 -0.67
Br 0.22 -5.59 -0.27 0.61
H 2.49 -3.83 0.25 -0.03
H 3.96 -4.79 -0.01 -0.06
H 2.30 -6.34 0.85 0.06
H 2.39 -6.66 -0.89 0.06
Br -5.31 -4.75 6.92 0.62
C -6.42 -3.33 7.68 -0.68
C -6.59 -2.19 6.71 -0.67
Br -4.99 -1.10 6.62 0.64
H -5.95 -3.03 8.61 0.05
H -7.38 -3.80 7.89 0.06
H -7.38 -1.52 7.04 0.02
H -6.80 -2.53 5.71 0.05
Br 1.26 5.08 -6.10 0.61
C 0.44 5.27 -4.36 -0.84
C 1.37 5.93 -3.38 -0.64
Br 2.77 4.70 -2.82 0.69
H 0.14 4.27 -4.05 -0.11
H -0.45 5.88 -4.50 0.03
H 0.84 6.21 -2.48 0.06
H 1.88 6.79 -3.80 0.04
Br -4.83 2.09 -9.32 0.65
C -6.16 2.89 -8.15 -0.71
C -6.95 3.96 -8.84 -0.68
Br -5.92 5.59 -9.02 0.61
H -5.63 3.26 -7.29 -0.03
H -6.81 2.07 -7.85 0.06
H -7.82 4.23 -8.25 0.06
H -7.27 3.67 -9.84 0.05
Br -6.49 2.70 0.18 0.68
C -8.20 2.41 -0.69 -0.66
C -9.24 1.90 0.27 -0.67
Br -8.96 0.03 0.70 0.67
H -8.02 1.73 -1.52 0.05
H -8.50 3.38 -1.09 0.06
H -10.23 1.96 -0.18 0.06
H -9.24 2.44 1.21 0.05
Br -6.07 2.25 4.50 0.62
C -6.40 3.33 6.09 -0.67
C -6.41 2.47 7.33 -0.70
Br -8.06 1.45 7.48 0.64
H -7.33 3.85 5.93 0.05
H -5.58 4.04 6.13 0.06
H -6.37 3.09 8.22 0.06
H -5.60 1.75 7.35 0.00
Br 6.02 -5.34 1.33 0.69
C 5.87 -4.93 3.24 -0.68
C 4.44 -4.92 3.70 -0.66
Br 3.52 -3.29 3.15 0.63
H 6.37 -3.99 3.40 0.04
H 6.42 -5.73 3.74 0.02
H 4.40 -4.92 4.78 0.06
H 3.87 -5.75 3.31 0.05
Br 4.37 7.69 -5.89 0.61
C 5.78 6.72 -6.80 -0.69
C 5.25 5.58 -7.62 -0.68
Br 4.73 4.07 -6.50 0.58
H 6.47 6.39 -6.04 0.05
H 6.27 7.45 -7.44 0.06
H 6.01 5.20 -8.29 0.06
H 4.37 5.85 -8.20 0.05
Br -8.86 0.34 -10.61 0.60
C -7.20 -0.19 -11.47 -0.70
C -7.05 -1.68 -11.53 -0.69
Br -6.56 -2.42 -9.80 0.60
H -6.40 0.29 -10.92 -0.02
H -7.25 0.23 -12.47 0.06
H -6.24 -1.95 -12.20 0.06
H -7.96 -2.18 -11.84 0.05
Br 9.17 -2.56 5.26 0.61
C 10.43 -3.62 4.22 -0.68
C 9.73 -4.73 3.49 -0.66
Br 9.27 -6.20 4.68 0.68
H 11.18 -3.97 4.91 -0.01
H 10.87 -2.92 3.51 0.06
H 10.40 -5.17 2.74 0.06
H 8.82 -4.42 3.01 0.02
Br 12.64 -4.27 7.39 0.62
C 11.76 -6.00 7.21 -0.72
C 11.78 -6.77 8.50 -0.69
Br 13.52 -7.54 8.86 0.61
H 12.26 -6.52 6.40 0.05
H 10.75 -5.76 6.91 -0.02
H 11.09 -7.61 8.44 0.06
H 11.53 -6.15 9.35 0.05
Br -0.34 3.61 5.21 0.61
C -1.81 2.45 4.68 -0.70
C -2.61 1.98 5.86 -0.73
Br -1.69 0.59 6.86 0.61
H -1.38 1.63 4.13 0.04
H -2.43 3.05 4.02 0.05
H -3.54 1.52 5.52 -0.02
H -2.83 2.77 6.56 0.05
Br 14.24 -2.83 11.27 0.60
C 14.73 -1.43 10.02 -0.70
C 13.80 -0.25 10.10 -0.70
Br 12.09 -0.62 9.25 0.59
H 14.74 -1.88 9.03 0.04
H 15.74 -1.14 10.29 0.06
H 14.21 0.60 9.56 0.06
H 13.58 0.04 11.12 0.05
```

Total charge: +1
Calculated total energy (Eh): -74794.123777
2S+1: 1
HOMO-LUMO gap (eV): 8.07

# 2
Below is a cluster of 10 separate species, C47H95ClNO20S9 in total, with properties calculated with the ωB97M-V functional and the def2-TZVPD basis.

The geometry in XYZ format:
```
173
Properties=species:S:1:pos:R:3:lowdin_charge:R:1
C 6.28 -5.29 6.04 -0.13
C 6.19 -4.66 4.50 -0.18
C 5.22 -3.30 4.47 -0.19
O 4.23 -3.47 3.39 -0.16
C 3.21 -2.37 3.43 -0.12
N 2.20 -2.54 4.55 -0.10
C 0.89 -2.95 3.89 -0.12
C -0.36 -3.16 4.93 -0.17
C -1.69 -3.87 4.28 -0.35
C -1.48 -5.52 4.11 -0.10
C -2.93 -3.71 5.39 -0.11
C 2.09 -1.35 5.49 -0.08
C 3.51 -0.83 6.13 -0.52
O 4.23 0.13 5.50 -0.06
Cl 4.23 -1.51 7.74 0.57
H 7.24 -4.92 6.61 0.08
H 5.36 -4.98 6.72 0.07
H 6.24 -6.47 5.96 0.09
H 5.70 -5.51 3.84 0.12
H 7.26 -4.43 4.09 0.10
H 4.67 -3.29 5.51 0.08
H 5.93 -2.37 4.35 0.15
H 3.75 -1.34 3.40 0.17
H 2.62 -2.46 2.40 0.14
H 2.50 -3.38 5.14 0.20
H 1.09 -4.01 3.38 0.18
H 0.54 -2.21 3.04 0.17
H 0.05 -3.70 5.89 0.09
H -0.69 -2.07 5.28 0.12
H -2.04 -3.44 3.25 0.10
H -0.90 -6.00 5.01 0.09
H -2.57 -5.99 4.13 0.09
H -0.94 -5.72 3.06 0.09
H -2.64 -4.33 6.37 0.09
H -3.10 -2.57 5.69 0.08
H -3.94 -4.20 4.99 0.10
H 1.36 -1.54 6.41 0.16
H 1.64 -0.46 4.87 0.18
C 5.81 -3.23 -1.43 -0.24
C 4.77 -3.29 -2.55 -0.20
C 3.62 -4.16 -2.05 -0.22
S 3.61 -4.00 -0.27 0.66
O 3.94 -5.29 0.31 -0.32
O 2.44 -3.24 0.14 -0.35
C 5.04 -2.95 -0.16 -0.23
H 6.57 -2.46 -1.63 0.10
H 6.33 -4.19 -1.36 0.11
H 4.40 -2.28 -2.76 0.12
H 5.19 -3.69 -3.48 0.12
H 2.66 -3.82 -2.44 0.11
H 3.77 -5.21 -2.29 0.11
H 5.61 -3.18 0.75 0.10
H 4.69 -1.91 -0.13 0.11
C 11.51 -4.49 0.43 -0.22
C 10.37 -5.48 0.66 -0.22
C 9.07 -4.67 0.69 -0.23
S 9.35 -3.23 -0.32 0.68
O 9.31 -2.06 0.53 -0.32
O 8.56 -3.34 -1.53 -0.34
C 11.05 -3.59 -0.71 -0.23
H 12.45 -5.00 0.18 0.12
H 11.68 -3.90 1.33 0.12
H 10.33 -6.20 -0.17 0.12
H 10.51 -6.05 1.58 0.12
H 8.23 -5.25 0.29 0.10
H 8.83 -4.34 1.71 0.10
H 11.62 -2.66 -0.77 0.11
H 11.07 -4.11 -1.67 0.11
C -1.81 -3.52 -1.94 -0.22
C -3.32 -3.25 -1.96 -0.21
C -3.95 -4.12 -0.87 -0.21
S -2.69 -4.36 0.38 0.68
O -2.33 -5.76 0.41 -0.33
O -3.06 -3.62 1.57 -0.36
C -1.40 -3.46 -0.47 -0.23
H -1.26 -2.78 -2.54 0.11
H -1.60 -4.51 -2.35 0.11
H -3.50 -2.19 -1.74 0.06
H -3.75 -3.47 -2.94 0.12
H -4.82 -3.63 -0.42 0.11
H -4.23 -5.10 -1.26 0.11
H -0.43 -3.93 -0.28 0.10
H -1.41 -2.43 -0.10 0.10
C 1.36 -3.41 10.84 -0.22
C -0.13 -3.22 11.13 -0.21
C -0.89 -3.63 9.87 -0.22
S 0.12 -4.83 9.03 0.67
O 0.56 -4.27 7.77 -0.37
O -0.50 -6.13 9.12 -0.31
C 1.49 -4.77 10.18 -0.23
H 1.96 -3.35 11.75 0.12
H 1.70 -2.62 10.16 0.11
H -0.43 -3.88 11.96 0.12
H -0.36 -2.20 11.42 0.12
H -1.86 -4.07 10.11 0.11
H -1.03 -2.77 9.20 0.11
H 2.43 -4.90 9.65 0.11
H 1.34 -5.58 10.90 0.12
C -2.67 2.58 -0.30 -0.21
C -3.10 3.01 -1.70 -0.24
C -2.77 1.86 -2.65 -0.20
S -2.84 0.37 -1.68 0.69
O -1.52 -0.20 -1.62 -0.32
O -4.00 -0.41 -2.08 -0.33
C -3.19 1.16 -0.12 -0.23
H -3.06 3.25 0.47 0.12
H -1.57 2.58 -0.23 0.12
H -4.18 3.20 -1.71 0.12
H -2.60 3.93 -2.01 0.06
H -3.50 1.80 -3.47 0.11
H -1.76 1.95 -3.06 0.11
H -2.71 0.62 0.69 0.11
H -4.28 1.16 0.02 0.11
C -0.17 -7.14 -5.66 -0.23
C -1.31 -8.12 -5.43 -0.22
C -2.61 -7.32 -5.39 -0.23
S -2.33 -5.87 -6.41 0.67
O -2.37 -4.70 -5.56 -0.33
O -3.12 -5.98 -7.62 -0.32
C -0.63 -6.23 -6.79 -0.24
H 0.77 -7.65 -5.91 0.12
H 0.00 -6.55 -4.75 0.12
H -1.35 -8.84 -6.25 0.12
H -1.17 -8.69 -4.50 0.12
H -3.45 -7.89 -5.80 0.11
H -2.84 -6.98 -4.38 0.10
H -0.06 -5.30 -6.86 0.11
H -0.61 -6.76 -7.75 0.11
C -2.37 8.48 -0.14 -0.22
C -2.80 8.91 -1.54 -0.21
C -2.47 7.77 -2.49 -0.22
S -2.54 6.27 -1.52 0.69
O -1.22 5.70 -1.45 -0.32
O -3.70 5.50 -1.92 -0.35
C -2.89 7.07 0.04 -0.23
H -2.76 9.15 0.63 0.12
H -1.27 8.49 -0.07 0.12
H -3.88 9.10 -1.54 0.10
H -2.30 9.84 -1.85 0.12
H -3.20 7.70 -3.31 0.07
H -1.46 7.86 -2.90 0.11
H -2.41 6.52 0.85 0.11
H -3.98 7.06 0.18 0.11
C -7.55 9.09 -6.04 -0.21
C -8.14 7.96 -5.19 -0.22
C -7.05 7.51 -4.21 -0.22
S -6.01 8.93 -3.93 0.68
O -4.69 8.65 -4.47 -0.32
O -6.20 9.41 -2.58 -0.33
C -6.85 10.02 -5.06 -0.23
H -8.32 9.61 -6.61 0.12
H -6.82 8.68 -6.74 0.12
H -9.00 8.34 -4.63 0.12
H -8.48 7.13 -5.81 0.12
H -7.48 7.18 -3.26 0.11
H -6.44 6.71 -4.64 0.11
H -6.14 10.69 -5.53 0.05
H -7.58 10.60 -4.48 0.12
C -3.03 13.98 -7.67 -0.22
C -2.52 13.40 -6.35 -0.22
C -3.65 12.55 -5.76 -0.22
S -4.61 11.97 -7.15 0.66
O -5.93 12.56 -7.07 -0.32
O -4.41 10.54 -7.30 -0.32
C -3.68 12.82 -8.41 -0.23
H -2.22 14.42 -8.26 0.12
H -3.77 14.76 -7.47 0.12
H -1.65 12.77 -6.54 0.12
H -2.22 14.19 -5.66 0.12
H -3.26 11.70 -5.20 0.11
H -4.30 13.15 -5.12 0.11
H -4.35 13.13 -9.21 0.11
H -2.93 12.12 -8.79 0.11
```

Total charge: +1
Calculated total energy (Eh): -7450.714570
2S+1: 1
HOMO-LUMO gap (eV): 7.66